1.
# C37H25F10N2O2PS2W

A structure of composition C37H25F10N2O2PS2W (wB97M-V/def2-TZVPD, the Open Molecules 2025 dataset).

Geometry as ORCA input:
```
! wB97M-V def2-TZVPD RIJCOSX def2/J DEFGRID3
* xyz 2 3
W 0.021 -0.811 -0.173
O 4.255 -3.322 2.461
C 4.730 -2.855 1.298
C 6.093 -3.029 1.056
C 6.652 -2.576 -0.116
C 5.875 -1.933 -1.088
C 4.536 -1.750 -0.861
C 3.936 -2.202 0.332
C 2.529 -1.983 0.547
O 1.849 -1.302 -0.413
N 1.884 -2.378 1.593
N 0.538 -2.026 1.522
C -0.176 -2.420 2.547
S 0.518 -3.209 3.898
C -1.076 -3.563 4.699
C -2.046 -2.454 4.344
S -1.889 -2.170 2.553
H 3.297 -3.173 2.512
H 6.683 -3.530 1.810
H 7.710 -2.723 -0.288
H 6.327 -1.591 -2.008
H 3.920 -1.263 -1.604
H -0.897 -3.602 5.773
H -1.425 -4.536 4.357
H -1.815 -1.527 4.868
H -3.078 -2.740 4.540
F 0.962 6.482 -4.792
C 1.923 5.807 -4.147
F 2.768 5.313 -5.052
F 2.591 6.675 -3.379
C 1.308 4.714 -3.298
C 1.440 3.383 -3.660
C 0.867 2.403 -2.863
C 0.160 2.777 -1.719
C 0.025 4.120 -1.361
C 0.603 5.088 -2.159
P -0.583 1.476 -0.768
C -2.375 1.535 -0.817
C -3.030 0.515 -0.108
C -4.382 0.293 -0.286
C -5.078 1.105 -1.174
C -4.439 2.127 -1.869
C -3.077 2.341 -1.703
C -6.558 0.891 -1.409
F -6.799 0.666 -2.706
F -7.018 -0.154 -0.713
F -7.254 1.973 -1.044
C -0.035 1.410 0.975
C 1.353 1.257 1.166
C 1.871 1.083 2.444
C 1.008 1.074 3.526
C -0.360 1.280 3.361
C -0.886 1.441 2.098
C 1.524 0.854 4.934
F 0.832 -0.147 5.515
F 1.349 1.950 5.671
F 2.811 0.526 4.945
H 1.995 3.114 -4.547
H 0.976 1.358 -3.126
H -0.518 4.406 -0.469
H 0.520 6.134 -1.893
H -2.480 -0.095 0.611
H -4.892 -0.493 0.253
H -5.006 2.747 -2.553
H -2.575 3.114 -2.269
H 2.035 1.308 0.323
H 2.936 0.963 2.591
H -1.008 1.314 4.228
H -1.947 1.607 1.971
F -3.138 -4.313 -4.064
C -2.440 -3.505 -3.282
C -1.738 -4.049 -2.220
C -1.025 -3.194 -1.402
C -1.021 -1.801 -1.627
C -1.730 -1.301 -2.737
C -2.446 -2.142 -3.562
H -1.754 -5.118 -2.058
H -0.471 -3.632 -0.575
H -1.741 -0.239 -2.949
H -3.005 -1.777 -4.412
*
```

Output
Frontier orbital gap (alpha / beta), eV: 5.39 / 5.78
Electronic energy, eV: -105795.6154
LUMO (alpha / beta), Eh: -0.2880 / -0.2739
HOMO (alpha / beta), eV: -13.2227 / -13.2354


2.
# C37H25F6N9O6S2Ta

A structure of composition C37H25F6N9O6S2Ta (wB97M-V/def2-TZVPD, the Open Molecules 2025 dataset).

Geometry as ORCA input:
```
! wB97M-V def2-TZVPD RIJCOSX def2/J DEFGRID3
* xyz 3 1
Ta -0.443 0.367 0.369
C 0.255 2.646 4.376
C -0.223 2.453 3.087
N 0.487 1.780 2.177
C 1.688 1.340 2.564
C 2.123 1.481 3.876
N 1.403 2.120 4.785
C 2.482 0.732 1.486
C 3.841 0.578 1.597
C 4.606 0.135 0.511
C 3.900 -0.060 -0.678
C 2.535 0.108 -0.737
N 1.792 0.464 0.342
C 1.806 0.012 -2.011
C 2.355 -0.502 -3.180
N 1.708 -0.462 -4.337
C 0.512 0.106 -4.326
C -0.079 0.561 -3.152
N 0.561 0.501 -1.985
C 6.062 -0.052 0.607
C 6.862 -0.133 -0.532
C 8.228 -0.310 -0.378
N 8.830 -0.420 0.803
C 8.063 -0.348 1.888
C 6.690 -0.162 1.848
H -0.323 3.214 5.094
H -1.184 2.846 2.792
H 3.059 1.048 4.205
H 4.323 0.861 2.519
H 4.426 -0.333 -1.578
H 3.330 -0.973 -3.187
H -0.016 0.191 -5.268
H -1.074 0.981 -3.178
H 6.466 -0.032 -1.533
H 8.868 -0.364 -1.250
H 8.568 -0.445 2.842
H 6.148 -0.141 2.783
C 0.464 3.463 -0.210
O -0.538 2.406 -0.349
C -1.760 2.784 -0.951
C -2.142 4.093 -1.153
C -3.383 4.317 -1.740
C -4.206 3.256 -2.097
C -3.804 1.947 -1.883
C -2.565 1.719 -1.305
N -2.009 0.420 -1.049
N -2.620 -0.537 -1.652
C -2.265 -1.820 -1.609
C -1.089 -2.286 -0.973
O -0.353 -1.348 -0.332
C -0.685 -3.598 -0.974
C -1.509 -4.504 -1.630
C -2.703 -4.137 -2.278
C -3.496 -5.122 -2.914
C -4.661 -4.766 -3.534
C -5.063 -3.418 -3.533
C -4.313 -2.438 -2.921
C -3.117 -2.779 -2.286
H 0.577 3.939 -1.180
H 1.388 2.987 0.087
H 0.131 4.170 0.545
H -1.514 4.926 -0.876
H -3.705 5.334 -1.915
H -5.172 3.450 -2.543
H -4.438 1.115 -2.151
H 0.224 -3.905 -0.478
H -1.223 -5.550 -1.640
H -3.167 -6.153 -2.896
H -5.275 -5.510 -4.021
H -5.988 -3.146 -4.023
H -4.654 -1.413 -2.932
F -5.107 0.663 3.618
C -4.272 1.393 2.931
F -3.612 2.232 3.698
F -4.860 2.022 1.939
S -3.074 0.202 2.122
O -1.975 1.136 1.498
O -3.730 -0.552 1.109
N -2.410 -0.552 3.312
S -1.286 -1.577 2.847
O -1.708 -2.681 2.058
O -0.165 -0.740 2.210
C -0.565 -2.201 4.459
F 0.012 -1.210 5.098
F -1.561 -2.700 5.139
F 0.308 -3.118 4.117
*
```

Output
Frontier orbital gap, eV: 5.84
Electronic energy, eV: -103973.6513
LUMO, Eh: -0.3678
HOMO, eV: -15.8512


3.
# C37H26F12N2S

A cluster of 2 separate species, C37H26F12N2S in total (wB97M-V/def2-TZVPD, the Open Molecules 2025 dataset).

Geometry as ORCA input:
```
! wB97M-V def2-TZVPD RIJCOSX def2/J DEFGRID3
* xyz 0 1
F -0.001 -5.181 -5.562
C -0.135 -3.834 -5.478
F 0.886 -3.356 -4.690
F 0.067 -3.304 -6.732
C -1.457 -3.379 -4.936
N -1.389 -1.934 -4.688
C -2.014 -1.080 -5.628
C -3.384 -0.786 -5.507
C -4.020 -0.061 -6.507
C -3.305 0.346 -7.640
C -1.942 0.051 -7.761
C -1.289 -0.632 -6.742
C -0.948 -1.447 -3.480
C -0.256 -0.212 -3.448
C 0.272 0.243 -2.261
C -0.010 -0.421 -1.029
C 0.493 0.136 0.177
C -0.083 -0.042 1.462
C 0.702 0.227 2.622
C 0.206 0.015 3.885
C -1.121 -0.436 4.054
N -1.602 -0.754 5.301
C -0.714 -1.253 6.353
C -0.523 -2.734 6.200
F 0.528 -3.225 6.905
F -1.655 -3.405 6.602
F -0.330 -3.063 4.879
C -2.974 -0.612 5.621
C -3.830 -1.711 5.464
C -5.183 -1.579 5.766
C -5.677 -0.351 6.214
C -4.815 0.735 6.412
C -3.456 0.600 6.146
C -1.963 -0.581 2.925
C -1.446 -0.433 1.655
C -0.743 -1.646 -1.081
C -1.176 -2.159 -2.287
H -2.223 -3.555 -5.694
H -1.648 -3.926 -4.011
H -3.911 -1.141 -4.618
H -5.079 0.180 -6.404
H -3.810 0.894 -8.436
H -1.378 0.347 -8.646
H -0.219 -0.850 -6.778
H -0.117 0.340 -4.377
H 0.886 1.143 -2.237
H 1.374 0.780 0.104
H 1.725 0.580 2.481
H 0.813 0.218 4.764
H 0.268 -0.778 6.293
H -1.210 -1.075 7.311
H -3.406 -2.645 5.095
H -5.837 -2.441 5.638
H -6.744 -0.242 6.419
H -5.197 1.690 6.772
H -2.744 1.413 6.302
H -3.007 -0.859 3.070
H -2.093 -0.601 0.795
H -0.953 -2.200 -0.167
H -1.743 -3.086 -2.322
F 6.150 3.956 3.241
C 5.772 4.657 2.128
F 4.581 5.275 2.428
F 6.695 5.648 1.940
C 5.631 3.762 0.926
C 5.894 4.286 -0.342
C 5.731 3.455 -1.453
C 5.986 4.023 -2.825
F 6.454 3.074 -3.691
F 4.832 4.533 -3.372
F 6.898 5.042 -2.809
C 5.296 2.148 -1.323
C 4.915 1.645 -0.042
S 4.082 0.217 0.128
C 5.197 2.461 1.096
H 6.232 5.307 -0.460
H 5.186 1.517 -2.198
H 5.009 2.070 2.090
*
```

Output
Frontier orbital gap, eV: 3.51
Electronic energy, eV: -85216.1236
LUMO, Eh: -0.0894
HOMO, eV: -5.9473